{"formula": "C16H15LiN3O3", "method": "ωB97M-V/def2-TZVPD", "species": ["Li", "C", "O", "O", "O", "N", "C", "C", "C", "C", "C", "H", "H", "H", "H", "H", "N", "C", "C", "C", "C", "C", "H", "H", "H", "H", "H", "N", "C", "C", "C", "C", "C", "H", "H", "H", "H", "H"], "xyz": [[-0.4666, -1.1053, -0.7777], [-1.0230, -3.3917, 0.0055], [-1.5932, -4.3535, 0.4430], [-1.5245, -2.8538, -1.0399], [-0.2705, -2.6182, 0.6289], [1.2766, -0.5784, 2.7417], [0.7343, 0.4515, 2.0110], [0.8844, 1.7618, 2.4980], [1.4331, 2.0400, 3.7023], [1.9039, 0.9853, 4.4943], [1.8258, -0.2444, 3.9111], [0.3501, 0.2327, 1.0256], [0.4831, 2.5194, 1.8411], [1.2684, 2.9604, 4.2428], [2.2808, 1.0576, 5.5039], [2.2357, -1.1079, 4.4138], [-1.9764, 0.2132, -0.7078], [-2.2683, 1.5244, -1.1709], [-3.3381, 2.3070, -0.6846], [-4.1969, 1.7852, 0.2170], [-4.0099, 0.5053, 0.6662], [-2.9367, -0.2304, 0.2088], [-1.6268, 1.9421, -1.9327], [-3.5374, 3.2304, -1.2081], [-5.0898, 2.3361, 0.4732], [-4.7560, 0.1777, 1.3749], [-2.8417, -1.2412, 0.5769], [1.1359, -1.0178, -2.0324], [2.2658, -1.7991, -1.9885], [3.4418, -1.5750, -2.8079], [3.4367, -0.4664, -3.6719], [2.2044, 0.2143, -3.8493], [1.2109, -0.0356, -2.9654], [2.2504, -2.6981, -1.3901], [4.2756, -2.2587, -2.7487], [4.2401, -0.2061, -4.3450], [2.0138, 0.9997, -4.5656], [0.3044, 0.5374, -3.0933]], "mulliken_charge": [0.953, 0.698, -0.824, -0.848, -0.799, -0.214, -0.218, -0.654, -0.336, -0.325, -0.279, 0.584, 0.357, 0.322, 0.370, 0.345, -0.218, -0.349, -0.640, -0.366, -0.777, -0.195, 0.214, 0.330, 0.300, 0.368, 0.330, -0.237, -0.148, -0.544, -0.352, -0.517, -0.161, 0.436, 0.346, 0.351, 0.364, 0.331], "e_homo_ev": [2.361, 1.234], "s2": 0.763, "multiplicity": 2, "e_tot_ha": -1016.13862, "e_lumo_ha": [0.1630, 0.1617], "largest_force_ev_per_a": 6.2, "charge": -2}

---

{"formula": "C16H15N5O5", "method": "ωB97M-V/def2-TZVPD", "species": ["C", "C", "C", "C", "C", "C", "C", "C", "N", "C", "C", "H", "H", "H", "H", "H", "H", "H", "H", "H", "H", "H", "H", "H", "O", "N", "O", "C", "C", "C", "N", "O", "O", "C", "C", "N", "O", "N", "C", "H", "H"], "xyz": [[3.6148, 0.2095, 2.4309], [3.2444, -1.0555, 1.9561], [1.9015, -1.3225, 1.6807], [0.9365, -0.3381, 1.9102], [-0.5157, -0.7237, 1.7297], [-1.3232, -1.0012, 3.0218], [-2.6896, -0.3213, 2.8052], [-2.5473, 0.5446, 1.5424], [-1.2587, 0.2376, 0.9722], [1.3005, 0.9313, 2.3790], [2.6503, 1.2047, 2.6447], [4.6666, 0.4250, 2.6258], [3.9879, -1.8416, 1.8017], [1.5593, -2.2848, 1.2894], [-0.5499, -1.6294, 1.1076], [-1.4010, -2.0813, 3.1623], [-0.8180, -0.5686, 3.8934], [-3.4756, -1.0665, 2.6443], [-2.9379, 0.2911, 3.6799], [-3.3247, 0.2964, 0.8084], [-2.6219, 1.6184, 1.7796], [-0.7565, 1.0396, 0.6038], [0.5314, 1.6955, 2.5372], [2.9312, 2.1924, 3.0212], [-0.2845, 2.8064, -5.4484], [-0.5339, 1.5947, -5.3177], [-1.0624, 0.9103, -6.2249], [-0.2312, 0.8907, -4.0865], [-0.4896, -0.4764, -3.9747], [-0.2931, -1.1509, -2.7421], [-0.4530, -2.5830, -2.6816], [-0.7414, -3.2091, -3.7203], [-0.2799, -3.1476, -1.5745], [0.0755, -0.4622, -1.5666], [0.3513, 0.9119, -1.6628], [0.5469, 1.8282, -0.6610], [0.4579, 3.0703, -1.3264], [0.2437, 2.9480, -2.6792], [0.1815, 1.6094, -2.8951], [-0.8372, -1.0268, -4.8444], [0.2448, -0.9654, -0.6212]], "mulliken_charge": [-0.388, -0.769, -0.261, 0.576, -0.353, -0.860, -0.473, -0.802, 0.050, -0.004, -0.813, 0.375, 0.380, 0.386, 0.413, 0.402, 0.297, 0.252, 0.314, 0.341, 0.265, 0.119, 0.378, 0.368, -0.537, 0.897, -0.576, -0.582, -0.278, -0.633, 0.973, -0.589, -0.577, 0.081, 0.521, -0.231, -0.150, -0.414, 0.967, 0.597, 0.338], "e_above_lowest_kj_mol": 845.3, "e_homo_ev": -8.593, "e_tot_ha": -1268.35877, "smiles": "O=[N+]([O-])c1cc([N+](=O)[O-])c2nonc2c1.c1ccc([C@H]2CCCN2)cc1", "e_lumo_ha": -0.0966, "largest_force_ev_per_a": 3.2}

---

{"formula": "C16H15NPd", "method": "ωB97M-V/def2-TZVPD", "species": ["C", "C", "C", "C", "C", "Pd", "C", "C", "C", "N", "H", "H", "H", "H", "H", "H", "H", "H", "H", "H", "C", "C", "C", "C", "C", "C", "C", "C", "H", "H", "H", "H", "H"], "xyz": [[0.8522, -1.2270, -1.8667], [-0.5188, -1.3221, -2.1837], [-1.2025, -1.9353, -1.1173], [-0.2394, -2.2787, -0.1080], [1.0580, -1.8312, -0.5891], [-0.2133, -0.1304, 0.3394], [-1.3078, 1.5673, -0.5012], [0.1202, 1.9779, -0.8574], [0.6267, 2.4225, -2.0709], [1.0539, 1.3623, -0.0653], [-2.2451, -2.1627, -1.0503], [-0.9482, -1.0485, -3.1206], [-0.4051, -2.8363, 0.8077], [2.0135, -2.0887, -0.1311], [1.6536, -0.9156, -2.5191], [-1.9805, 1.2178, -1.3009], [1.6273, 1.6938, 0.7180], [-1.8252, 2.1293, 0.3044], [0.0730, 2.9209, -2.8581], [1.6633, 2.0797, -2.1848], [0.3320, 0.0344, 2.1433], [0.0520, 0.0759, 3.3360], [-0.0678, 0.0313, 4.7230], [-1.1503, 0.5835, 5.4328], [-1.0597, 0.6217, 6.8202], [0.0577, 0.0931, 7.4934], [1.0711, -0.5196, 6.7535], [0.9930, -0.5979, 5.3816], [-2.0302, 0.9532, 4.8964], [-1.8848, 1.0775, 7.3725], [0.1418, 0.1220, 8.5898], [1.9446, -0.9529, 7.2412], [1.7448, -1.1173, 4.7802]], "mulliken_charge": [-0.277, -0.490, -0.480, -1.146, -0.359, -0.330, -0.855, 0.549, -1.035, -0.381, 0.368, 0.406, 0.514, 0.397, 0.414, 0.257, 0.159, 0.205, 0.312, 0.304, -0.478, 0.194, 0.155, -0.687, -0.213, -0.474, -0.331, -0.419, 0.405, 0.309, 0.304, 0.312, 0.392], "e_above_lowest_kj_mol": 0.0, "e_homo_ev": [1.846, 0.593], "s2": 2.015, "multiplicity": 3, "e_tot_ha": -801.00350, "e_lumo_ha": [0.1859, 0.1859], "largest_force_ev_per_a": 2.2, "charge": -2}

---

{"formula": "C16H15O7S8SbTc", "method": "ωB97M-V/def2-TZVPD", "species": ["Tc", "O", "S", "O", "O", "C", "C", "C", "C", "C", "C", "S", "O", "O", "O", "H", "H", "H", "H", "S", "Sb", "S", "S", "S", "C", "S", "C", "O", "H", "H", "H", "H", "H", "H", "C", "C", "C", "C", "C", "C", "C", "H", "H", "H", "H", "H", "S", "C"], "xyz": [[0.6841, 0.8797, 1.2237], [1.9144, -0.9806, 1.5145], [0.9605, -1.7191, 2.3704], [1.4380, -2.0643, 3.6779], [-0.3053, -0.9729, 2.3309], [0.7219, -3.2925, 1.5358], [1.2761, -4.3877, 2.1913], [1.2666, -5.6474, 1.6174], [0.7051, -5.8187, 0.3633], [0.1424, -4.7369, -0.2916], [0.1327, -3.4678, 0.2817], [-0.7616, -2.2336, -0.6681], [-2.0806, -2.1352, -0.0083], [-0.8545, -2.7942, -2.0019], [-0.0612, -0.9577, -0.6228], [1.7238, -4.2205, 3.1601], [1.7056, -6.4838, 2.1471], [0.7006, -6.7926, -0.1112], [-0.3039, -4.8569, -1.2679], [2.1787, 5.1804, 0.9044], [1.7850, 4.2528, 2.9711], [-0.9476, 2.3888, 2.1598], [2.1463, 1.8545, 2.7984], [3.0588, 4.9562, 4.7404], [-4.0429, -0.2703, 0.6854], [-2.4308, 0.3319, 0.1694], [-2.5883, 0.2959, -1.6077], [-2.7461, 1.9259, 0.2332], [-4.7629, 0.5236, 0.4968], [-3.9686, -0.4808, 1.7500], [-4.2515, -1.1844, 0.1398], [-2.5889, -0.7346, -1.9441], [-1.7110, 0.8207, -1.9812], [-3.5045, 0.8221, -1.8699], [1.1146, 1.7614, -0.1479], [1.4712, 2.4045, -1.3835], [2.3548, 1.7806, -2.2660], [2.6843, 2.3955, -3.4634], [2.1336, 3.6279, -3.7898], [1.2546, 4.2504, -2.9120], [0.9233, 3.6476, -1.7104], [2.7754, 0.8207, -1.9966], [3.3775, 1.9132, -4.1422], [2.3999, 4.1104, -4.7231], [0.8466, 5.2245, -3.1518], [0.2795, 4.1427, -0.9962], [-3.7678, 3.3712, 2.1043], [-2.4777, 2.5497, 1.4904]], "mulliken_charge": [0.073, -0.696, 1.508, -0.713, -0.717, 0.022, -0.620, -0.527, -0.549, -0.643, -0.273, 1.484, -0.704, -0.739, -0.423, 0.538, 0.369, 0.361, 0.473, -0.677, 0.565, -0.126, -0.363, -0.723, -1.366, 1.068, -1.113, -0.298, 0.466, 0.326, 0.423, 0.437, 0.209, 0.488, 0.339, 0.836, -0.350, -0.549, -0.326, -0.609, -0.660, 0.420, 0.362, 0.353, 0.365, 0.582, -0.347, 0.046], "e_above_lowest_kj_mol": 141.7, "e_homo_ev": [-0.944, -1.856], "s2": 0.762, "multiplicity": 2, "e_tot_ha": -4652.00210, "e_lumo_ha": [0.1419, 0.1419], "largest_force_ev_per_a": 0.5, "charge": -2}

---

{"formula": "C16H16AsBr2F6N8V", "method": "ωB97M-V/def2-TZVPD", "species": ["V", "Br", "C", "C", "C", "N", "C", "C", "C", "C", "C", "Br", "C", "C", "N", "H", "H", "H", "H", "H", "H", "N", "C", "C", "N", "C", "C", "N", "C", "C", "N", "H", "H", "H", "H", "H", "H", "N", "N", "H", "H", "H", "H", "F", "As", "F", "F", "F", "F", "F"], "xyz": [[-0.0787, 0.3691, -0.1926], [-1.0407, -4.7083, -4.2745], [-0.6461, -3.2453, -3.1560], [-0.2909, -2.0194, -3.7100], [-0.0104, -0.9765, -2.8543], [-0.0349, -1.1059, -1.5233], [-0.3853, -2.2931, -0.9854], [-0.7095, -3.3816, -1.7749], [-0.3329, -2.3101, 0.4874], [-0.8004, -3.3438, 1.2783], [-0.6659, -3.2381, 2.6569], [-1.3705, -4.5722, 3.7811], [-0.0109, -2.1359, 3.2050], [0.3994, -1.1395, 2.3500], [0.2210, -1.1981, 1.0215], [-0.2554, -1.8830, -4.7812], [0.2225, 0.0067, -3.2428], [-1.0029, -4.3216, -1.3307], [-1.2874, -4.2047, 0.8439], [0.1470, -2.0520, 4.2707], [0.8839, -0.2495, 2.7372], [4.0168, 1.3798, -0.9364], [4.3434, 0.3124, -0.1873], [3.1389, -0.2328, 0.2824], [2.1118, 0.4932, -0.1713], [2.6583, 1.4829, -0.9220], [1.7537, 2.3787, -1.5151], [0.4494, 2.1125, -1.2796], [-0.2597, 3.0571, -1.9055], [0.6276, 3.9419, -2.5412], [1.8724, 3.4960, -2.2875], [4.6832, 1.9818, -1.4061], [5.3647, -0.0066, -0.0356], [3.0162, -1.0968, 0.9165], [-1.3405, 3.0702, -1.8993], [0.4281, 4.8152, -3.1462], [2.7217, 3.9388, -2.6200], [-1.5995, 1.7663, 2.6697], [-0.6301, 2.0177, 1.6442], [-2.0152, 2.6255, 3.0311], [-1.1855, 1.2689, 3.4528], [0.1051, 2.6100, 2.0186], [-1.1238, 2.5428, 0.9273], [-1.5799, 0.7757, -0.9444], [-3.3504, 0.6523, 2.0727], [-2.9186, -0.3177, 3.4337], [-2.1635, -0.3742, 1.1928], [-4.6338, -0.2448, 1.4977], [-3.2810, 1.7977, 0.7869], [-4.1609, 1.7583, 3.0650]], "mulliken_charge": [0.573, -0.029, -0.211, -0.915, -0.032, 0.659, 0.964, -0.914, 0.507, -0.656, -0.397, -0.015, -0.862, -0.719, 0.540, 0.464, 0.425, 0.530, 0.546, 0.531, 0.714, -0.026, -0.698, 0.002, 0.177, 0.228, -0.149, 0.601, -0.212, -0.576, -0.024, 0.221, 0.426, 0.527, 0.542, 0.434, 0.225, -0.598, -0.483, 0.396, 0.315, 0.302, 0.327, -0.422, 1.760, -0.433, -0.370, -0.352, -0.414, -0.426], "e_above_lowest_kj_mol": 106.9, "e_homo_ev": [-17.297, -17.365], "s2": 3.799, "multiplicity": 4, "e_tot_ha": -9983.56463, "e_lumo_ha": [-0.3829, -0.4961], "largest_force_ev_per_a": 1.6, "charge": 3}